[1]
82
Properties=species:S:1:pos:R:3 method="wB97M-V/def2-TZVPD" homo_lumo_gap_ev=6.17 total_charge=+1 homo_energy_ev=-10.26
C 8.0915 -0.6203 -0.6302
C 7.5070 -0.1695 -2.0639
N 7.2770 -1.3014 -3.0147
C 6.5788 -0.7130 -4.1953
C 6.8019 -1.5805 -5.5526
C 6.5243 -2.4136 -2.4045
S 7.3905 -3.7758 -1.9074
S 4.6921 -2.4539 -2.1175
C 4.3391 -2.1626 -0.2865
C 3.0340 -1.2329 -0.2390
C 3.3622 0.2402 -0.8645
S 1.9949 0.7797 -1.9798
C 2.3458 2.3513 -2.8949
C 3.6989 3.0941 -2.5467
C 4.5504 3.6037 -3.7671
C 5.9128 4.3132 -3.6019
C 6.4461 4.5250 -2.1624
C 5.6374 4.0935 -0.9019
C 4.2837 3.3910 -1.1514
P 0.3553 1.2739 -0.6382
P -1.3118 0.0840 -1.4190
O -2.1801 -0.3861 -0.2343
O -2.2209 0.9890 -2.5645
O -0.7001 -1.2548 -2.2703
H 8.3759 0.3450 -0.0624
H 7.3262 -1.1794 0.0090
H 9.0319 -1.2526 -0.8525
H 6.5159 0.4057 -1.9222
H 8.2896 0.5578 -2.5037
H 5.4664 -0.5001 -3.9850
H 7.0536 0.3152 -4.4204
H 7.6222 -1.0486 -6.1656
H 5.8763 -1.5925 -6.2274
H 7.0900 -2.6616 -5.3269
H 5.2539 -1.6738 0.1863
H 4.1752 -3.1688 0.2211
H 2.6057 -1.0772 0.8123
H 2.2109 -1.7015 -0.8905
H 3.4692 0.9309 0.0566
H 4.4053 0.2572 -1.3599
H 2.3741 2.0908 -4.0200
H 1.4377 3.0550 -2.7833
H 4.1546 3.4512 -4.8374
H 6.5286 4.6779 -4.4917
H 7.4579 5.0110 -1.9889
H 6.0204 4.2584 0.1566
H 3.6633 3.0476 -0.2470
H 0.1025 2.6748 -0.8368
H -2.2146 0.5169 -3.4383
H -0.5044 -2.0067 -1.6655
C -2.1479 -0.8550 4.9284
O -3.3351 -1.6039 5.1383
C -4.4536 -0.7760 5.4566
C -5.3429 -0.5480 4.2372
O -4.6640 0.2049 3.2322
C -4.1554 -0.6175 2.1894
H -1.4249 -1.4996 4.4245
H -2.3243 0.0247 4.3022
H -1.7331 -0.5426 5.8912
H -4.1224 0.1758 5.8853
H -5.0354 -1.3024 6.2198
H -6.2121 0.0406 4.5437
H -5.7072 -1.4972 3.8326
H -4.9706 -0.9035 1.5168
H -3.6671 -1.5151 2.5735
H -3.4237 -0.0393 1.6262
C -10.8131 -2.0091 1.4035
O -11.1589 -0.8772 2.1895
C -10.6993 -0.9859 3.5351
C -9.4165 -0.1874 3.7511
O -8.3323 -0.7300 2.9988
C -8.0894 -0.0050 1.8002
H -10.9378 -1.7430 0.3524
H -9.7754 -2.3165 1.5629
H -11.4824 -2.8412 1.6398
H -10.5607 -2.0356 3.8145
H -11.4823 -0.5694 4.1766
H -9.1369 -0.2544 4.8070
H -9.5664 0.8700 3.5102
H -7.5508 0.9194 2.0326
H -9.0124 0.2337 1.2691
H -7.4647 -0.6208 1.1510

[2]
34
Properties=species:S:1:pos:R:3 method="wB97M-V/def2-TZVPD" homo_lumo_gap_ev=9.16 total_charge=+1 homo_energy_ev=-12.00 e_above_lowest_kcal_mol=36.9
C -1.3019 0.9436 -1.0295
C -0.7961 1.6775 0.2215
C -0.0032 2.9545 -0.0053
N 2.9934 1.0299 0.6814
C 1.9990 1.7871 0.8647
N 1.4325 2.6077 -0.0937
N -0.8144 -0.4842 -0.9611
H -0.9168 1.3096 -1.9771
H -2.3636 0.9892 -1.0002
H -1.7120 1.8693 0.7928
H -0.4185 1.0052 0.9740
H -0.2339 3.2591 -1.0262
H -0.1814 3.7615 0.6982
H 3.3636 0.9566 -0.2603
H 1.5772 2.0107 1.8428
H 1.9759 2.7241 -0.9319
H -0.4022 -0.6984 -0.0514
H -1.6315 -1.1010 -0.9779
H -0.0831 -0.7202 -1.6443
H 1.1677 -4.1020 0.8873
H 0.7949 -3.5014 -0.4406
O 1.0334 -3.2468 0.4606
H 0.9742 -0.7883 3.4225
H 1.4253 -1.5030 2.1341
O 0.6659 -1.1028 2.5697
H 2.4444 -1.0335 -1.5236
H 1.5590 -1.9770 -0.8380
O 1.6607 -1.5704 -1.7164
H -2.3281 -0.4722 3.1119
H -1.2783 -0.9801 2.0216
O -2.1391 -0.5760 2.1821
H -3.2319 -0.9815 -3.0072
H -2.6025 -2.4806 -2.8272
O -2.6284 -1.5663 -2.5538

[3]
28
Properties=species:S:1:pos:R:3 method="wB97M-V/def2-TZVPD" homo_lumo_gap_ev="6.83 / 2.34" total_charge=+1 homo_energy_ev="-10.82 / -10.81" e_above_lowest_kcal_mol=97.5 spin_multiplicity=2
C 0.2992 3.8692 0.7844
C -1.8065 2.4728 1.1578
C -0.5807 2.6955 0.4286
C -2.6192 1.4004 0.7844
C -0.2520 1.9802 -0.6859
C -2.1888 0.5748 -0.2023
C -1.0557 0.8712 -0.9321
O -2.8120 -0.5674 -0.6242
H -1.9008 3.0495 2.0588
H -3.5478 1.0746 1.2482
H 0.6499 4.1548 -0.2081
H 1.0906 3.6158 1.4762
H 0.5863 2.3161 -1.3402
H -0.5020 0.1914 -1.6120
H -2.1945 -1.1284 -1.1103
H -0.1142 4.8901 0.9986
C -0.0809 -3.7967 -0.0314
C 2.2761 -2.9698 -0.4590
C 1.0273 -2.8141 0.0002
C 2.0216 -0.8336 -0.0641
N 2.9627 -1.7805 -0.5063
N 0.8486 -1.4276 0.2177
H 2.6512 -3.9922 -0.7033
H 3.9442 -1.5044 -0.5472
H -0.7311 -3.5551 0.6615
H 0.3049 -4.9328 0.0158
H 2.4545 0.0467 0.1412
H -0.7309 -3.9005 -0.9470

[4]
14
Properties=species:S:1:pos:R:3 method="wB97M-V/def2-TZVPD" homo_lumo_gap_ev=9.94 smiles="[H]/N=C1/C=C(C)CO1" homo_energy_ev=-9.18 e_above_lowest_kcal_mol=27.4
H -2.4806 0.0661 2.4427
N -1.5406 0.4587 2.3767
C -1.0717 0.1905 1.2456
C 0.2352 0.5746 0.7801
C 0.3721 0.1437 -0.4549
C 1.7420 0.0419 -0.9499
C -0.8039 -0.5781 -0.8806
O -1.6663 -0.4983 0.2393
H 0.8811 1.1585 1.4183
H 1.9728 -0.9433 -1.3261
H 1.8019 0.7379 -1.7863
H 2.4863 0.3536 -0.2246
H -0.6417 -1.6226 -1.1532
H -1.2865 -0.0833 -1.7272

[5]
20
Properties=species:S:1:pos:R:3 method="wB97M-V/def2-TZVPD" homo_lumo_gap_ev=11.05 total_charge=+1 homo_energy_ev=-13.91 e_above_lowest_kcal_mol=30.2
C -0.5433 -1.0596 2.9631
N 0.2628 -0.6889 1.7958
C 0.9610 0.6421 2.0856
H -0.6106 -2.1073 3.2211
H -0.3597 -0.5771 3.9240
H -1.6236 -0.8706 2.7975
H -0.3170 -0.3060 1.0519
H 0.8658 -1.4386 1.4715
H 1.7653 0.7097 1.3661
H 1.2350 0.7539 3.1190
H 0.2360 1.4484 1.9145
H -0.4488 1.2134 -1.1817
H -1.4090 1.8960 -0.2634
O -0.8854 1.0887 -0.3106
H -1.6712 0.1011 -2.9854
H -0.1543 -0.1038 -3.5341
O -0.7352 0.3337 -2.8486
H 1.8386 -0.5512 -4.5769
H 0.7126 0.0579 -5.3737
O 0.8807 -0.5416 -4.6356

[6]
17
Properties=species:S:1:pos:R:3 method="wB97M-V/def2-TZVPD" homo_lumo_gap_ev=7.18 homo_energy_ev=-7.59 e_above_lowest_kcal_mol=135.6
C 2.6100 -0.8263 -0.0698
C 0.4227 0.4308 0.0511
C -1.7218 1.7123 -0.0139
C -0.0602 -0.8923 0.1499
C -1.3339 -1.3183 0.0104
H 3.6309 -0.3593 -0.6014
H 2.4265 -1.5389 -1.0136
H 2.7612 -1.1647 0.9550
H 2.3864 1.2404 0.7081
H 0.5553 2.6111 0.0393
H -1.8976 1.4215 1.0975
H -2.3224 1.0613 -0.6200
H -1.8215 2.8223 -0.2058
H 0.8469 -1.6981 0.1397
N 1.8717 0.4942 0.0316
N -0.2848 1.4269 -0.1753
N -2.4534 -1.7829 -0.0371